{
  "formula": "C29H26ClN4PPdS2",
  "method": "ωB97M-V with the def2-TZVPD basis set",
  "homo_ev": [-18.51, -19.15],
  "spin_multiplicity": 5,
  "charge": 4,
  "e_above_lowest_kcal_mol": 0.0,
  "s2": 6.054,
  "energy_ha": -3063.95543,
  "molar_mass_g_mol": 667.54,
  "symbols": ["Pd", "Cl", "C", "C", "C", "C", "C", "C", "P", "C", "C", "C", "C", "C", "C", "C", "C", "C", "C", "C", "C", "H", "H", "H", "H", "H", "H", "H", "H", "H", "H", "H", "H", "H", "H", "C", "C", "C", "N", "N", "C", "N", "S", "H", "H", "H", "H", "H", "H", "H", "S", "C", "N", "C", "C", "C", "C", "C", "C", "H", "H", "H", "H", "H"],
  "coordinates": [[-0.300, -0.198, 1.165], [-2.532, 0.977, 1.391], [-1.979, 2.414, 0.499], [-2.471, 3.638, 0.887], [-2.053, 4.761, 0.174], [-1.162, 4.640, -0.883], [-0.680, 3.394, -1.255], [-1.100, 2.243, -0.575], [-0.588, 0.618, -1.144], [0.882, 0.754, -2.120], [0.843, 0.583, -3.512], [1.998, 0.776, -4.252], [3.186, 1.119, -3.618], [3.229, 1.289, -2.235], [2.084, 1.105, -1.487], [-1.904, -0.199, -1.998], [-1.631, -1.419, -2.644], [-2.632, -2.066, -3.342], [-3.912, -1.515, -3.387], [-4.189, -0.311, -2.749], [-3.192, 0.347, -2.050], [-3.169, 3.727, 1.708], [-2.435, 5.734, 0.453], [-0.849, 5.519, -1.430], [0.003, 3.305, -2.090], [-0.083, 0.334, -4.013], [1.969, 0.672, -5.328], [4.085, 1.261, -4.203], [4.158, 1.574, -1.759], [2.109, 1.254, -0.411], [-0.624, -1.822, -2.647], [-2.422, -2.983, -3.875], [-4.695, -2.023, -3.936], [-5.177, 0.122, -2.819], [-3.407, 1.300, -1.584], [4.784, 1.831, 2.054], [3.930, 0.574, 2.319], [2.789, 0.838, 3.216], [1.504, 0.559, 2.893], [0.629, 0.852, 3.815], [1.236, 1.413, 4.921], [0.522, 1.794, 5.943], [2.953, 1.540, 4.767], [5.603, 1.559, 1.392], [5.222, 2.216, 2.974], [4.195, 2.617, 1.583], [4.558, -0.186, 2.798], [3.536, 0.140, 1.399], [-0.488, 1.694, 5.923], [0.931, 2.213, 6.775], [-2.187, -4.052, 3.118], [-1.734, -2.464, 2.769], [-1.068, -2.264, 1.642], [-0.881, -3.461, 1.001], [-0.204, -3.659, -0.231], [-0.101, -4.951, -0.774], [-0.648, -6.026, -0.115], [-1.331, -5.847, 1.128], [-1.430, -4.558, 1.664], [-2.010, -1.658, 3.434], [0.241, -2.813, -0.739], [0.420, -5.092, -1.711], [-0.571, -7.026, -0.521], [-1.760, -6.706, 1.634]],
  "forces_ev_per_angstrom": [[0.00, -0.24, -0.25], [0.07, 0.12, -0.03], [-0.12, -0.22, 0.12], [0.04, 0.05, -0.08], [-0.03, 0.00, 0.03], [0.01, 0.00, 0.00], [-0.01, -0.03, 0.01], [0.02, 0.13, -0.04], [-0.08, 0.16, 0.10], [0.05, -0.08, -0.07], [0.00, 0.01, 0.03], [-0.01, -0.01, -0.02], [0.02, 0.00, 0.03], [-0.02, -0.01, -0.04], [0.01, 0.03, 0.05], [0.01, -0.16, -0.04], [0.00, 0.04, 0.02], [0.00, 0.00, 0.01], [-0.02, -0.01, 0.00], [0.02, -0.02, -0.01], [0.00, 0.07, 0.01], [0.00, -0.01, 0.01], [0.00, 0.00, 0.00], [0.00, 0.00, 0.00], [0.00, 0.00, 0.00], [0.00, 0.01, 0.00], [0.00, -0.02, 0.00], [-0.01, 0.02, -0.01], [0.00, -0.01, 0.01], [-0.02, 0.01, 0.00], [0.00, 0.00, -0.02], [0.01, -0.01, 0.01], [0.01, 0.01, -0.02], [0.00, 0.00, 0.02], [-0.01, 0.00, 0.00], [-0.01, -0.06, -0.01], [0.01, 0.01, 0.07], [-0.14, -0.03, -0.09], [-0.19, -0.11, -0.05], [0.28, 0.24, 0.33], [-0.17, -0.11, -0.17], [0.03, 0.04, 0.05], [0.15, 0.06, 0.08], [0.01, 0.02, 0.00], [0.01, 0.02, -0.01], [0.00, 0.02, 0.01], [0.00, -0.01, -0.01], [0.01, 0.01, -0.01], [0.00, -0.02, -0.01], [0.01, -0.01, 0.00], [-0.02, -0.02, 0.04], [-0.13, 0.08, -0.06], [0.17, -0.04, 0.09], [-0.06, 0.06, 0.04], [0.06, -0.06, -0.05], [0.01, 0.05, 0.00], [0.01, -0.01, -0.02], [-0.02, 0.01, 0.05], [0.00, 0.00, -0.08], [0.03, 0.00, 0.01], [0.00, 0.01, 0.01], [0.00, -0.02, 0.00], [0.01, 0.01, -0.02], [0.00, 0.00, 0.01]]
}


{
  "formula": "C28H28N4O6Sm",
  "method": "ωB97M-V with the def2-TZVPD basis set",
  "homo_ev": -5.13,
  "spin_multiplicity": 6,
  "charge": -1,
  "s2": 8.757,
  "energy_ha": -2412.47023,
  "molar_mass_g_mol": 666.91,
  "symbols": ["Sm", "C", "N", "C", "C", "C", "N", "C", "C", "C", "C", "C", "C", "C", "O", "C", "C", "C", "N", "C", "C", "C", "C", "C", "C", "C", "O", "H", "H", "H", "H", "H", "H", "H", "H", "H", "H", "H", "H", "H", "H", "H", "H", "H", "H", "H", "H", "H", "H", "H", "H", "H", "O", "C", "O", "C", "C", "C", "N", "C", "C", "C", "O", "O", "H", "H", "H"],
  "coordinates": [[0.373, 0.202, 0.054], [2.253, 2.156, 2.084], [0.965, 2.512, 1.475], [1.110, 3.755, 0.694], [2.009, 3.722, -0.535], [1.459, 2.900, -1.705], [1.827, 1.495, -1.608], [2.695, 1.086, -2.465], [3.205, -0.241, -2.623], [4.280, -0.452, -3.508], [4.821, -1.696, -3.697], [4.274, -2.787, -2.999], [3.210, -2.626, -2.153], [2.624, -1.348, -1.931], [1.613, -1.211, -1.161], [-0.023, 2.857, 2.522], [-0.320, 1.850, 3.632], [-1.024, 0.549, 3.189], [-1.428, 0.620, 1.797], [-2.653, 0.394, 1.515], [-3.235, 0.460, 0.195], [-4.564, 0.039, 0.041], [-5.190, 0.036, -1.182], [-4.476, 0.467, -2.304], [-3.174, 0.891, -2.185], [-2.497, 0.909, -0.941], [-1.268, 1.328, -0.877], [2.659, 2.994, 2.671], [2.968, 1.889, 1.306], [2.135, 1.283, 2.721], [1.486, 4.544, 1.366], [0.110, 4.053, 0.372], [3.011, 3.366, -0.284], [2.108, 4.758, -0.866], [1.833, 3.330, -2.643], [0.368, 2.969, -1.711], [3.108, 1.819, -3.171], [4.684, 0.400, -4.047], [5.655, -1.840, -4.373], [4.705, -3.772, -3.138], [2.775, -3.465, -1.624], [-0.959, 3.077, 2.006], [0.314, 3.780, 3.018], [-0.976, 2.386, 4.320], [0.583, 1.606, 4.191], [-1.884, 0.357, 3.842], [-0.336, -0.285, 3.301], [-3.349, 0.122, 2.319], [-5.094, -0.322, 0.916], [-6.210, -0.311, -1.280], [-4.951, 0.461, -3.277], [-2.605, 1.205, -3.053], [-3.727, -5.858, 0.421], [-2.649, -5.687, 1.020], [-2.044, -6.387, 1.847], [-1.959, -4.321, 0.693], [-2.449, -3.524, -0.333], [-1.848, -2.310, -0.594], [-0.820, -1.838, 0.122], [-0.315, -2.621, 1.098], [-0.853, -3.861, 1.396], [0.899, -2.109, 1.887], [1.447, -2.873, 2.659], [1.237, -0.869, 1.706], [-3.302, -3.869, -0.902], [-2.204, -1.676, -1.397], [-0.416, -4.469, 2.175]],
  "forces_ev_per_angstrom": [[0.83, 1.67, -0.88], [-0.05, -0.04, -0.01], [0.12, 0.11, 0.19], [0.11, 0.05, -0.17], [-0.20, -0.22, 0.02], [0.13, 0.19, 0.08], [0.08, 0.19, -0.26], [-0.13, 0.16, 0.14], [0.00, -0.41, 0.10], [-0.06, 0.09, 0.01], [0.09, -0.08, -0.05], [0.04, 0.10, -0.05], [-0.12, -0.01, 0.10], [0.29, 0.07, -0.28], [0.17, -0.34, -0.25], [-0.08, -0.11, 0.16], [0.02, -0.10, -0.21], [-0.01, 0.03, 0.16], [-0.44, -0.25, 0.28], [0.15, 0.19, 0.23], [0.10, 0.05, -0.43], [0.10, -0.02, 0.09], [-0.11, -0.03, -0.11], [-0.05, -0.04, 0.11], [0.23, 0.09, 0.02], [-0.75, 0.14, -0.06], [-0.52, 0.23, -0.48], [0.02, 0.00, 0.01], [0.03, 0.02, 0.01], [0.02, -0.02, -0.02], [-0.05, -0.02, 0.04], [-0.02, -0.01, 0.02], [0.05, 0.08, -0.03], [0.03, 0.02, 0.03], [-0.03, -0.04, -0.02], [-0.01, 0.00, -0.06], [-0.01, 0.02, 0.00], [-0.01, 0.02, 0.03], [-0.01, 0.01, 0.00], [-0.04, -0.02, 0.01], [0.01, 0.01, 0.01], [0.02, 0.07, -0.03], [0.00, 0.03, -0.04], [0.03, 0.03, 0.04], [0.00, 0.03, 0.02], [-0.01, -0.01, -0.04], [0.01, 0.00, 0.00], [-0.01, 0.08, 0.02], [0.01, 0.02, 0.02], [0.02, 0.00, 0.02], [0.02, -0.01, -0.01], [-0.04, 0.04, 0.01], [0.06, -0.10, -0.02], [0.02, 0.33, 0.09], [0.00, -0.04, -0.04], [-0.15, -0.19, -0.10], [0.06, 0.00, 0.04], [0.04, 0.08, 0.00], [-0.26, -0.96, 0.37], [0.02, -0.08, 0.02], [0.08, 0.01, 0.06], [-0.03, -0.71, 0.43], [-0.02, 0.13, -0.07], [0.22, -0.49, 0.77], [0.01, -0.02, 0.01], [-0.01, 0.01, 0.00], [-0.02, 0.00, 0.00]]
}


{
  "formula": "C4H12N3",
  "method": "ωB97M-V with the def2-TZVPD basis set",
  "homo_ev": [-7.59, -13.92],
  "spin_multiplicity": 3,
  "charge": 1,
  "e_above_lowest_kcal_mol": 45.2,
  "s2": 2.006,
  "energy_ha": -323.41857,
  "molar_mass_g_mol": 102.16,
  "symbols": ["C", "C", "C", "C", "N", "N", "N", "H", "H", "H", "H", "H", "H", "H", "H", "H", "H", "H", "H"],
  "coordinates": [[0.944, 0.718, -1.835], [-0.113, 0.558, -1.060], [0.848, 0.126, 1.788], [0.087, -0.924, 1.060], [-1.281, 1.453, -1.489], [0.770, -1.862, 0.405], [-1.190, -1.130, 1.362], [0.996, 1.391, -2.690], [1.846, 0.162, -1.644], [1.686, 0.480, 1.195], [1.243, -0.302, 2.712], [0.215, 0.968, 2.046], [-1.486, 2.118, -0.739], [-1.058, 1.979, -2.352], [1.705, -1.652, 0.097], [0.283, -2.575, -0.117], [-2.112, 0.879, -1.651], [-1.701, -1.898, 0.957], [-1.683, -0.487, 1.954]],
  "forces_ev_per_angstrom": [[1.50, -0.55, 0.47], [-1.60, 0.86, -2.32], [-0.14, -0.56, 0.08], [1.25, 1.68, 1.20], [0.01, -0.67, 1.02], [0.48, -1.02, -0.98], [-1.42, -0.18, -0.30], [-0.25, 0.02, 0.24], [0.20, -0.12, -0.06], [0.20, 0.13, -0.11], [0.16, 0.15, 0.20], [-0.11, 0.19, 0.06], [-0.23, 0.24, -0.02], [0.07, -0.21, 0.37], [-0.04, -0.06, 0.03], [0.07, 0.01, -0.04], [0.02, 0.12, 0.01], [-0.12, 0.06, 0.13], [-0.06, -0.08, 0.03]]
}